P.
# C4H6N2

C4H6N2 in the gas phase (ωB97M-V with the def2-TZVPD basis set, OMol25).

Output
E_HOMO, eV: -7.4
Lowest unoccupied orbital energy, eV: 0.436
Kohn-Sham gap, eV: 7.7961
Total charge: 0

Element x y z (Å)
C (0.175, -1.103, 0.748)
C (1.140, -1.889, 0.057)
C (-1.078, 0.850, -0.056)
C (-1.253, 2.280, -0.218)
N (-0.346, 0.001, 0.330)
N (1.661, -1.595, -1.070)
H (-0.114, -1.410, 1.744)
H (1.419, -2.798, 0.618)
H (-0.299, 2.808, -0.278)
H (-1.831, 2.481, -1.119)
H (-1.813, 2.652, 0.641)
H (2.339, -2.278, -1.397)

Now the Mulliken charges, all in e: atom 1 (C): -0.35, atom 2 (C): -0.01, atom 3 (C): 0.19, atom 4 (C): -0.83, atom 5 (N): -0.01, atom 6 (N): -0.65, atom 7 (H): 0.32, atom 8 (H): 0.31, atom 9 (H): 0.26, atom 10 (H): 0.27, atom 11 (H): 0.27, atom 12 (H): 0.23


Q.
# C4H6N2

C4H6N2 in the gas phase (ωB97M-V with the def2-TZVPD basis set, OMol25).

Output
E_HOMO, eV: -9.8
Lowest unoccupied orbital energy, eV: 0.909
SMILES: C[C@H]1N[C@H]1C#N
Kohn-Sham gap, eV: 10.7198
Total charge: 0

Element x y z (Å)
C (-1.054, 0.826, -0.235)
C (-0.417, -0.405, 0.400)
N (-0.084, -1.456, -0.521)
C (1.028, -0.848, 0.186)
C (1.706, 0.419, 0.137)
N (2.091, 1.460, 0.475)
H (-0.652, 1.079, -1.227)
H (-2.105, 0.544, -0.379)
H (-1.026, 1.736, 0.372)
H (-0.742, -0.626, 1.409)
H (-0.233, -1.163, -1.480)
H (1.489, -1.567, 0.864)

Now the Mulliken charges, all in e: atom 1 (C): -1.35, atom 2 (C): 0.24, atom 3 (N): -0.57, atom 4 (C): -0.25, atom 5 (C): 0.30, atom 6 (N): -0.48, atom 7 (H): 0.35, atom 8 (H): 0.37, atom 9 (H): 0.36, atom 10 (H): 0.37, atom 11 (H): 0.30, atom 12 (H): 0.35


Short version: P is the least stable of them.


P.
# C4H7NO

C4H7NO in the gas phase (ωB97M-V with the def2-TZVPD basis set, OMol25).

Output
E_HOMO, eV: -10.4
Lowest unoccupied orbital energy, eV: 0.838
SMILES: CCOCC#N
Kohn-Sham gap, eV: 11.2627
Total charge: 0

Element x y z (Å)
C (-1.185, -0.806, 0.094)
C (-0.764, 0.520, -0.640)
O (-0.023, 1.401, 0.195)
C (1.228, 0.842, 0.475)
C (1.413, -0.614, 0.234)
N (1.720, -1.688, -0.073)
H (-1.924, -0.535, 0.854)
H (-1.594, -1.504, -0.641)
H (-0.489, -1.464, 0.656)
H (-1.669, 1.085, -0.893)
H (-0.187, 0.470, -1.590)
H (1.465, 1.060, 1.517)
H (2.010, 1.231, -0.188)

Now the Mulliken charges, all in e: atom 1 (C): -1.03, atom 2 (C): -0.37, atom 3 (O): -0.36, atom 4 (C): -0.29, atom 5 (C): 0.25, atom 6 (N): -0.43, atom 7 (H): 0.31, atom 8 (H): 0.30, atom 9 (H): 0.37, atom 10 (H): 0.29, atom 11 (H): 0.36, atom 12 (H): 0.31, atom 13 (H): 0.27


Q.
# C4H7NO

C4H7NO in the gas phase (ωB97M-V with the def2-TZVPD basis set, OMol25).

Output
E_HOMO, eV: -9.3
Lowest unoccupied orbital energy, eV: 0.985
SMILES: CN1C[C@H]1C=O
Kohn-Sham gap, eV: 10.2525
Total charge: 0

Element x y z (Å)
C (-0.124, -1.497, -0.860)
N (-0.778, -0.262, -0.460)
C (-0.945, 0.186, 0.882)
C (-0.158, 1.001, -0.110)
C (1.265, 1.238, 0.286)
O (1.806, 2.301, 0.092)
H (-0.655, -2.339, -0.403)
H (0.939, -1.585, -0.604)
H (-0.243, -1.595, -1.944)
H (-1.939, 0.520, 1.170)
H (-0.366, -0.287, 1.683)
H (-0.589, 1.877, -0.596)
H (1.785, 0.440, 0.863)

Now the Mulliken charges, all in e: atom 1 (C): -0.75, atom 2 (N): -0.20, atom 3 (C): -0.48, atom 4 (C): 0.01, atom 5 (C): -0.10, atom 6 (O): -0.47, atom 7 (H): 0.30, atom 8 (H): 0.29, atom 9 (H): 0.26, atom 10 (H): 0.23, atom 11 (H): 0.25, atom 12 (H): 0.34, atom 13 (H): 0.30


R.
# C4H7NO

C4H7NO in the gas phase (ωB97M-V with the def2-TZVPD basis set, OMol25).

Output
E_HOMO (spin up / spin down), eV: -7.6 / -7.7
Lowest unoccupied orbital energy (spin up / spin down), eV: -0.391 / -0.205
Kohn-Sham gap (spin up / spin down), eV: 7.2068 / 7.4951
Total charge: 0

Element x y z (Å)
C (1.608, 0.419, 0.106)
N (0.233, 0.106, -0.402)
C (-0.347, 1.242, -0.695)
C (-0.339, -1.102, -0.078)
C (-1.656, -1.187, 0.471)
O (-2.174, -2.206, 0.910)
H (2.093, 1.210, -0.476)
H (2.217, -0.474, 0.142)
H (1.443, 0.807, 1.120)
H (-1.391, 1.399, -0.504)
H (0.288, 2.039, -1.048)
H (0.269, -1.998, -0.141)
H (-2.202, -0.218, 0.552)

Now the Mulliken charges, all in e: atom 1 (C): -0.87, atom 2 (N): 0.07, atom 3 (C): -0.36, atom 4 (C): -0.03, atom 5 (C): -0.20, atom 6 (O): -0.56, atom 7 (H): 0.31, atom 8 (H): 0.30, atom 9 (H): 0.35, atom 10 (H): 0.20, atom 11 (H): 0.20, atom 12 (H): 0.39, atom 13 (H): 0.20


S.
# C4H7NO

2 unconnected molecules or ions with the total composition C4H7NO (ωB97M-V with the def2-TZVPD basis set, OMol25).

Output
E_HOMO, eV: -9.2
Lowest unoccupied orbital energy, eV: 0.287
SMILES: [H]/N=C\C=O.C=C
Kohn-Sham gap, eV: 9.5298
Total charge: 0

Element x y z (Å)
C (1.508, 0.680, 0.015)
C (1.224, -0.566, -0.454)
C (-0.627, 0.766, 0.452)
C (-1.189, -0.760, 0.336)
N (-2.041, -1.046, -0.537)
O (-1.149, 1.597, -0.268)
H (-2.230, -0.245, -1.153)
H (-0.430, 0.896, 1.528)
H (2.016, 0.799, 0.962)
H (1.563, 1.523, -0.656)
H (0.880, -0.710, -1.467)
H (1.409, -1.456, 0.129)
H (-0.935, -1.477, 1.113)

Now the Mulliken charges, all in e: atom 1 (C): -0.55, atom 2 (C): -0.44, atom 3 (C): 0.27, atom 4 (C): -0.28, atom 5 (N): -0.61, atom 6 (O): -0.57, atom 7 (H): 0.30, atom 8 (H): 0.29, atom 9 (H): 0.30, atom 10 (H): 0.26, atom 11 (H): 0.28, atom 12 (H): 0.32, atom 13 (H): 0.44


Short version: S is the least stable of them.


P.
# C4H7NO

C4H7NO in the gas phase (ωB97M-V with the def2-TZVPD basis set, OMol25).

Output
E_HOMO, eV: -9.5
Lowest unoccupied orbital energy, eV: 0.985
SMILES: O[C@H]1C[C@H]2N[C@@H]12
Kohn-Sham gap, eV: 10.4661
Total charge: 0

Element x y z (Å)
O (-0.463, -1.063, -1.650)
C (-0.003, 0.132, -1.091)
C (-0.947, 0.799, -0.044)
C (0.002, 0.392, 1.099)
N (0.301, -1.044, 0.953)
C (0.982, -0.058, 0.073)
H (-0.553, -1.665, -0.889)
H (0.318, 0.771, -1.919)
H (-1.970, 0.422, -0.016)
H (-0.931, 1.890, -0.163)
H (0.029, 0.914, 2.057)
H (1.177, -1.277, 1.437)
H (2.058, -0.212, 0.155)

Now the Mulliken charges, all in e: atom 1 (O): -0.55, atom 2 (C): -0.21, atom 3 (C): -0.60, atom 4 (C): -0.15, atom 5 (N): -0.61, atom 6 (C): -0.34, atom 7 (H): 0.39, atom 8 (H): 0.40, atom 9 (H): 0.27, atom 10 (H): 0.29, atom 11 (H): 0.39, atom 12 (H): 0.26, atom 13 (H): 0.45


Q.
# C4H7NO

C4H7NO in the gas phase (ωB97M-V with the def2-TZVPD basis set, OMol25).

Output
E_HOMO, eV: -10.8
Lowest unoccupied orbital energy, eV: 0.837
SMILES: CCOCC#N
Kohn-Sham gap, eV: 11.6845
Total charge: 0

Element x y z (Å)
C (1.565, -0.559, -0.339)
C (0.810, 0.669, 0.140)
O (-0.217, 0.340, 1.070)
C (-1.306, -0.325, 0.503)
C (-2.211, 0.576, -0.244)
N (-2.924, 1.262, -0.842)
H (0.891, -1.323, -0.738)
H (2.248, -0.290, -1.149)
H (2.131, -1.004, 0.483)
H (0.398, 1.229, -0.710)
H (1.477, 1.335, 0.691)
H (-1.868, -0.787, 1.318)
H (-0.996, -1.123, -0.184)

Now the Mulliken charges, all in e: atom 1 (C): -0.99, atom 2 (C): -0.26, atom 3 (O): -0.36, atom 4 (C): -0.19, atom 5 (C): 0.24, atom 6 (N): -0.38, atom 7 (H): 0.31, atom 8 (H): 0.34, atom 9 (H): 0.26, atom 10 (H): 0.29, atom 11 (H): 0.26, atom 12 (H): 0.28, atom 13 (H): 0.18


R.
# C4H7NO

C4H7NO in the gas phase (ωB97M-V with the def2-TZVPD basis set, OMol25).

Output
E_HOMO, eV: -9.6
Lowest unoccupied orbital energy, eV: 0.821
SMILES: C[C@H]1N[C@H]1C=O
Kohn-Sham gap, eV: 10.4508
Total charge: 0

Element x y z (Å)
C (1.588, 0.150, -0.457)
C (0.457, 0.505, 0.480)
N (-0.681, 1.177, -0.139)
C (-0.870, -0.158, 0.431)
C (-1.194, -1.259, -0.549)
O (-2.314, -1.501, -0.927)
H (1.177, -0.059, -1.452)
H (2.153, -0.725, -0.107)
H (2.268, 1.005, -0.548)
H (0.760, 0.854, 1.467)
H (-1.087, 1.881, 0.471)
H (-1.433, -0.238, 1.361)
H (-0.344, -1.882, -0.890)

Now the Mulliken charges, all in e: atom 1 (C): -1.33, atom 2 (C): 0.19, atom 3 (N): -0.59, atom 4 (C): -0.04, atom 5 (C): -0.20, atom 6 (O): -0.44, atom 7 (H): 0.35, atom 8 (H): 0.30, atom 9 (H): 0.35, atom 10 (H): 0.42, atom 11 (H): 0.23, atom 12 (H): 0.43, atom 13 (H): 0.32


Short version: P is the least stable of them.


P.
# C4H7NO

C4H7NO in the gas phase (ωB97M-V with the def2-TZVPD basis set, OMol25).

Output
E_HOMO, eV: -9.4
Lowest unoccupied orbital energy, eV: 1.037
SMILES: O[C@H]1C[C@H]2N[C@@H]12
Kohn-Sham gap, eV: 10.4740
Total charge: 0

Element x y z (Å)
O (-1.383, -0.033, 1.540)
C (-1.017, -0.294, 0.220)
C (-0.511, 0.909, -0.655)
C (0.838, 0.210, -0.748)
N (1.285, 0.013, 0.643)
C (0.354, -0.951, 0.029)
H (-0.569, 0.287, 1.962)
H (-1.839, -0.837, -0.252)
H (-0.505, 1.882, -0.156)
H (-1.034, 0.978, -1.613)
H (1.556, 0.236, -1.561)
H (2.218, -0.394, 0.628)
H (0.606, -2.005, -0.038)

Now the Mulliken charges, all in e: atom 1 (O): -0.55, atom 2 (C): -0.26, atom 3 (C): -0.59, atom 4 (C): -0.18, atom 5 (N): -0.60, atom 6 (C): -0.22, atom 7 (H): 0.37, atom 8 (H): 0.39, atom 9 (H): 0.26, atom 10 (H): 0.27, atom 11 (H): 0.41, atom 12 (H): 0.24, atom 13 (H): 0.44


Q.
# C4H7NO

A molecular structure, C4H7NO (ωB97M-V with the def2-TZVPD basis set, OMol25).

Output
E_HOMO, eV: -8.6
Lowest unoccupied orbital energy, eV: 0.338
Kohn-Sham gap, eV: 8.9811
Total charge: 0

Element x y z (Å)
O (2.118, -0.188, 1.187)
C (0.743, 0.409, -0.806)
C (0.079, -0.967, -0.883)
C (-1.134, -0.197, -0.443)
N (-0.965, 0.139, 0.944)
C (-0.275, 1.034, -0.018)
H (1.211, -0.106, 1.521)
H (2.152, 0.316, 0.346)
H (0.377, -1.796, -0.237)
H (0.098, -1.258, -1.935)
H (-2.106, -0.124, -0.922)
H (-1.787, 0.645, 1.275)
H (-0.511, 2.092, -0.027)

Now the Mulliken charges, all in e: atom 1 (O): -0.63, atom 2 (C): -0.76, atom 3 (C): -0.36, atom 4 (C): 0.01, atom 5 (N): -0.49, atom 6 (C): -0.08, atom 7 (H): 0.36, atom 8 (H): 0.38, atom 9 (H): 0.28, atom 10 (H): 0.28, atom 11 (H): 0.39, atom 12 (H): 0.27, atom 13 (H): 0.35


Short version: Q is the least stable of them.


P.
# C4H7NO

C4H7NO in the gas phase (ωB97M-V with the def2-TZVPD basis set, OMol25).

Output
E_HOMO, eV: -8.2
Lowest unoccupied orbital energy, eV: 0.917
SMILES: COC(C)=C=N
Kohn-Sham gap, eV: 9.0741
Total charge: 0

Element x y z (Å)
C (-1.804, 0.714, 0.520)
O (-0.438, 1.011, 0.299)
C (0.375, -0.063, 0.101)
C (1.828, 0.137, 0.354)
C (-0.025, -1.177, -0.466)
N (-0.161, -1.920, -1.457)
H (-1.909, 0.323, 1.538)
H (-2.221, -0.018, -0.186)
H (-2.338, 1.658, 0.411)
H (0.152, -1.278, -2.199)
H (2.147, 1.029, -0.199)
H (2.045, 0.270, 1.414)
H (2.380, -0.727, -0.029)

Now the Mulliken charges, all in e: atom 1 (C): -0.68, atom 2 (O): -0.36, atom 3 (C): 0.53, atom 4 (C): -1.11, atom 5 (C): 0.24, atom 6 (N): -0.63, atom 7 (H): 0.27, atom 8 (H): 0.33, atom 9 (H): 0.23, atom 10 (H): 0.27, atom 11 (H): 0.29, atom 12 (H): 0.28, atom 13 (H): 0.33


Q.
# C4H7NO

C4H7NO in the gas phase (ωB97M-V with the def2-TZVPD basis set, OMol25).

Output
E_HOMO, eV: -9.7
Lowest unoccupied orbital energy, eV: 0.969
SMILES: NC(=O)C1CC1
Kohn-Sham gap, eV: 10.6911
Total charge: 0

Element x y z (Å)
N (1.873, -0.207, -0.514)
C (1.145, 0.315, 0.522)
O (1.618, 1.120, 1.304)
C (-0.282, -0.159, 0.631)
C (-1.102, -0.587, -0.555)
C (-1.383, 0.724, 0.120)
H (1.571, -1.059, -0.961)
H (2.862, -0.003, -0.500)
H (-0.467, -0.651, 1.583)
H (-0.637, -0.546, -1.537)
H (-1.817, -1.396, -0.427)
H (-2.278, 0.811, 0.728)
H (-1.102, 1.638, -0.394)

Now the Mulliken charges, all in e: atom 1 (N): -0.40, atom 2 (C): 0.22, atom 3 (O): -0.60, atom 4 (C): 0.15, atom 5 (C): -0.64, atom 6 (C): -0.60, atom 7 (H): 0.23, atom 8 (H): 0.25, atom 9 (H): 0.37, atom 10 (H): 0.30, atom 11 (H): 0.25, atom 12 (H): 0.25, atom 13 (H): 0.24


Short version: P is the least stable of them.


P.
# C4H7NO

C4H7NO in the gas phase (ωB97M-V with the def2-TZVPD basis set, OMol25).

Output
E_HOMO, eV: -9.8
Lowest unoccupied orbital energy, eV: 0.685
SMILES: CC/C=N\C=O
Kohn-Sham gap, eV: 10.5258
Total charge: 0

Element x y z (Å)
C (-1.360, 0.833, -0.677)
C (0.114, 0.833, -0.252)
C (0.263, 0.127, 1.068)
N (0.810, -0.995, 1.308)
C (1.306, -1.808, 0.289)
O (0.657, -2.225, -0.643)
H (-1.681, -0.187, -0.908)
H (-2.007, 1.229, 0.115)
H (-1.505, 1.454, -1.567)
H (0.726, 0.357, -1.024)
H (0.461, 1.867, -0.126)
H (-0.177, 0.644, 1.928)
H (2.353, -2.116, 0.466)

Now the Mulliken charges, all in e: atom 1 (C): -1.05, atom 2 (C): -0.34, atom 3 (C): 0.01, atom 4 (N): -0.47, atom 5 (C): 0.12, atom 6 (O): -0.47, atom 7 (H): 0.29, atom 8 (H): 0.32, atom 9 (H): 0.32, atom 10 (H): 0.29, atom 11 (H): 0.29, atom 12 (H): 0.37, atom 13 (H): 0.32


Q.
# C4H7NO

A molecular structure, C4H7NO (ωB97M-V with the def2-TZVPD basis set, OMol25).

Output
E_HOMO, eV: -9.3
Lowest unoccupied orbital energy, eV: 0.282
Kohn-Sham gap, eV: 9.6105
Total charge: 0

Element x y z (Å)
C (-1.175, 0.108, 1.156)
C (-1.089, -0.905, 0.153)
O (-0.369, -1.907, 0.206)
C (0.128, 0.630, -0.425)
C (1.584, 0.521, -0.230)
N (0.928, -0.103, -1.364)
H (-1.727, -0.636, -0.710)
H (-1.857, 0.958, 1.055)
H (-1.023, -0.216, 2.206)
H (-0.433, 1.447, -0.860)
H (1.908, -0.148, 0.564)
H (2.223, 1.376, -0.436)
H (0.903, -1.125, -1.313)

Now the Mulliken charges, all in e: atom 1 (C): -0.64, atom 2 (C): 0.27, atom 3 (O): -0.67, atom 4 (C): -0.19, atom 5 (C): -0.32, atom 6 (N): -0.53, atom 7 (H): 0.34, atom 8 (H): 0.26, atom 9 (H): 0.29, atom 10 (H): 0.38, atom 11 (H): 0.23, atom 12 (H): 0.26, atom 13 (H): 0.32


R.
# C4H7NO

C4H7NO in the gas phase (ωB97M-V with the def2-TZVPD basis set, OMol25).

Output
E_HOMO, eV: -9.7
Lowest unoccupied orbital energy, eV: 0.994
SMILES: NC(=O)C1CC1
Kohn-Sham gap, eV: 10.7319
Total charge: 0

Element x y z (Å)
N (-1.560, 0.824, 0.422)
C (-0.522, 1.132, -0.452)
O (-0.587, 2.050, -1.246)
C (0.666, 0.229, -0.328)
C (0.629, -1.254, -0.633)
C (0.690, -0.806, 0.783)
H (-1.273, 0.738, 1.389)
H (-2.349, 1.443, 0.303)
H (1.578, 0.724, -0.656)
H (-0.289, -1.700, -1.003)
H (1.548, -1.648, -1.054)
H (1.589, -0.918, 1.374)
H (-0.229, -0.957, 1.342)

Now the Mulliken charges, all in e: atom 1 (N): -0.48, atom 2 (C): 0.27, atom 3 (O): -0.58, atom 4 (C): 0.03, atom 5 (C): -0.53, atom 6 (C): -0.65, atom 7 (H): 0.23, atom 8 (H): 0.26, atom 9 (H): 0.40, atom 10 (H): 0.26, atom 11 (H): 0.24, atom 12 (H): 0.25, atom 13 (H): 0.30


S.
# C4H7NO

C4H7NO in the gas phase (ωB97M-V with the def2-TZVPD basis set, OMol25).

Output
E_HOMO, eV: -8.4
Lowest unoccupied orbital energy, eV: 1.056
Kohn-Sham gap, eV: 9.4776
Total charge: 0

Element x y z (Å)
C (-1.784, -0.195, 0.203)
N (-0.807, 1.175, 0.405)
C (-0.474, 0.302, -0.577)
C (0.894, -0.400, -0.482)
C (1.980, 0.198, 0.324)
O (1.206, -0.888, 0.802)
H (-1.603, -1.137, 0.714)
H (-2.677, -0.091, -0.415)
H (-2.007, 0.535, 1.037)
H (-0.772, 0.443, -1.639)
H (1.197, -1.041, -1.319)
H (3.028, -0.064, 0.143)
H (1.818, 1.162, 0.806)

Now the Mulliken charges, all in e: atom 1 (C): -0.84, atom 2 (N): -0.65, atom 3 (C): 0.26, atom 4 (C): -0.09, atom 5 (C): -0.47, atom 6 (O): -0.41, atom 7 (H): 0.29, atom 8 (H): 0.33, atom 9 (H): 0.31, atom 10 (H): 0.39, atom 11 (H): 0.38, atom 12 (H): 0.26, atom 13 (H): 0.24


Short version: S is the least stable of them.